C5H11N2 | wB97M-V/def2-TZVPD

The geometry in XYZ format:
```
18
C5H11N2, DFT wB97M-V/def2-TZVPD
N -0.170 -0.929 1.808
N -0.479 2.010 1.183
C -0.193 1.321 -1.260
C -0.002 -0.566 0.513
C -0.236 -1.756 -0.516
C 1.126 -1.246 -0.488
C -0.228 0.711 0.051
H 0.449 -0.323 2.421
H -0.791 -1.506 -1.416
H -0.983 2.004 -1.154
H -0.276 0.530 -1.975
H 0.813 1.746 -1.481
H 0.131 2.228 1.963
H -0.510 -2.660 0.012
H -0.174 -1.900 1.939
H 1.318 -0.515 -1.271
H 1.934 -1.672 0.068
H -0.571 2.799 0.493
```

Its relative energy (zero: lowest compared OMol25 entry of this formula, charge and spin) is 371.5 kJ/mol. Its total charge is +1. The SMILES is CC(=[NH2+])C1(N)CC1. As for the highest occupied orbital energy: -13.8 eV. The max |F| comes out at 6.93 eV/Å. Its HOMO-LUMO gap is 8.5749 eV. The total energy is -8333.269 eV.

Listed below, in e, are the natural (NBO) charges computed for each atom: atom 1 (N): -0.777, atom 2 (N): -0.806, atom 3 (C): -0.730, atom 4 (C): -0.005, atom 5 (C): -0.336, atom 6 (C): -0.268, atom 7 (C): 0.538, atom 8 (H): 0.398, atom 9 (H): 0.250, atom 10 (H): 0.272, atom 11 (H): 0.241, atom 12 (H): 0.287, atom 13 (H): 0.407, atom 14 (H): 0.260, atom 15 (H): 0.397, atom 16 (H): 0.231, atom 17 (H): 0.266, atom 18 (H): 0.376